ORCA calculation (wB97M-V/def2-TZVPD) on an isolated ion of composition C11H13OS and charge -1.

The geometry in XYZ format:
```
26
Properties=species:S:1:pos:R:3:forces:R:3
C -2.81235 -0.16041 0.21354 1.6 2.1 1.1
C -1.98936 0.97126 -0.45983 -0.7 -0.5 -0.7
C -0.70702 1.05442 0.27273 1.6 -2.1 -0.3
C -0.70254 2.01243 1.37961 0.1 2.6 0.2
C 0.34868 0.19936 0.04577 0.5 1.4 -0.1
C 1.57698 0.36312 0.84734 0.1 -0.1 0.5
C 2.39139 -0.71192 1.08502 1.6 4.7 1.8
C 2.14594 -1.94815 0.52222 -1.8 -2.7 -1.8
C 1.09801 -2.07288 -0.36968 2.2 -0.9 0.7
C 0.50804 -0.88864 -1.01574 -1.1 0.7 0.0
C 1.51518 -0.62283 -2.32112 0.9 1.1 0.8
O 2.72665 -0.55009 -2.12749 -1.0 -0.4 0.3
S 0.72631 -0.36899 -3.79587 -0.6 -0.1 -0.3
H -2.98816 0.27066 1.19496 -0.2 -0.4 0.6
H -2.17759 -1.00777 0.32568 0.1 -0.9 -0.1
H -3.74797 -0.34341 -0.18888 -1.7 -0.6 -1.2
H -2.57073 1.94134 -0.34223 0.8 -1.0 -0.7
H -1.73817 0.65706 -1.49098 -0.6 0.8 0.2
H -1.69403 2.15288 1.86573 0.6 -0.2 -0.3
H 0.06241 1.93799 2.13753 0.0 -0.6 0.3
H -0.42800 3.00441 0.91445 -0.6 -0.4 0.4
H 1.75478 1.39682 1.23661 0.3 -1.3 -0.2
H 3.32594 -0.45088 1.69855 -1.3 -0.9 -0.9
H 2.79984 -2.82316 0.71209 -0.6 0.7 0.0
H 1.05835 -3.04011 -0.85845 -0.4 0.0 -0.2
H -0.48260 -0.97251 -1.48157 0.5 -0.7 0.1
```
Positions in Å, forces in eV/Å.

Values from the calculation:
Structure (SMILES) ... CC/C(C)=C1/C=CC=C[C@@H]1C([O-])=S
Net charge ... -1
LUMO energy ... 0.1219 hartree
HOMO energy ... -3.45 eV
Energy above the lowest of the compared OMol25 structures with the same formula, charge and spin ... 99.60 kJ/mol

Here are the Mulliken charges for atoms 1 to 6, given in e:
1. C -1.157
2. C -0.694
3. C 0.770
4. C -1.747
5. C 0.000
6. C -0.706